{
  "formula": "CH6O2",
  "method": "ωB97M-V with the def2-TZVPD basis set",
  "species": ["C", "H", "H", "H", "H", "H", "H", "O", "O"],
  "xyz": [[-0.752, 0.694, -0.609], [2.663, -0.997, 1.437], [0.973, -1.037, 0.597], [-1.352, -0.901, 0.061], [0.061, 1.096, -1.200], [-1.645, 0.905, -1.254], [-1.060, 1.323, 0.238], [1.654, -0.356, 1.117], [-0.542, -0.727, -0.387]],
  "atomic_forces_ev_per_a": [[-1.16, 0.59, -1.52], [-5.17, 2.88, -1.75], [2.68, 2.43, 1.87], [-0.84, -1.20, 0.68], [0.43, 0.02, 0.53], [0.49, -0.88, 0.02], [1.07, -0.58, 0.52], [2.66, -5.11, -0.02], [-0.15, 1.85, -0.33]],
  "mulliken_charge": [-0.673, 0.319, 0.402, 0.292, 0.283, 0.306, 0.295, -0.693, -0.531],
  "charge": 0,
  "homo_lumo_gap_ev": 11.2,
  "homo_ev": -10.48,
  "lumo_ev": 0.7
}

{
  "formula": "C17H22BN9Re",
  "method": "ωB97M-V with the def2-TZVPD basis set",
  "species": ["Re", "C", "C", "C", "C", "C", "N", "N", "B", "N", "N", "C", "C", "C", "C", "C", "N", "N", "C", "C", "C", "C", "C", "H", "H", "H", "H", "H", "H", "H", "H", "H", "H", "H", "H", "H", "H", "H", "H", "H", "H", "H", "H", "H", "H", "N", "C", "N", "C", "N"],
  "xyz": [[0.097, -0.054, -0.119], [0.877, -3.314, -0.811], [1.780, -2.608, 0.133], [2.900, -3.040, 0.818], [3.335, -1.960, 1.600], [4.498, -1.908, 2.506], [2.494, -0.935, 1.390], [1.554, -1.323, 0.492], [2.387, 0.462, 2.057], [0.979, 0.544, 2.673], [-0.063, 0.338, 1.834], [-1.212, 0.479, 2.524], [-2.508, 0.301, 1.811], [-0.893, 0.779, 3.838], [0.505, 0.815, 3.903], [1.349, 1.098, 5.082], [2.413, 1.495, 0.896], [1.448, 1.470, -0.059], [1.619, 2.520, -0.895], [0.679, 2.813, -2.006], [2.733, 3.216, -0.463], [3.216, 2.546, 0.668], [4.388, 2.896, 1.495], [0.988, -4.390, -0.710], [1.112, -3.044, -1.841], [-0.167, -3.053, -0.614], [3.344, -4.016, 0.780], [5.042, -2.848, 2.465], [4.179, -1.728, 3.533], [5.176, -1.101, 2.230], [3.251, 0.651, 2.827], [-2.343, 0.059, 0.743], [-3.110, 1.208, 1.859], [-3.082, -0.513, 2.251], [-1.573, 0.951, 4.649], [0.716, 1.273, 5.947], [1.970, 1.979, 4.919], [2.020, 0.267, 5.297], [-0.299, 2.360, -1.825], [1.071, 2.445, -2.954], [0.546, 3.889, -2.100], [3.148, 4.101, -0.904], [4.893, 3.756, 1.065], [5.090, 2.065, 1.554], [4.087, 3.138, 2.515], [-0.057, -0.393, -1.990], [0.081, -0.405, -3.179], [0.090, -0.411, -4.389], [0.825, -0.279, -5.443], [1.509, -0.154, -6.359]],
  "atomic_forces_ev_per_a": [[2.78, 0.12, -0.11], [0.01, 0.04, -0.09], [0.23, -0.27, 0.13], [-0.21, 0.32, -0.04], [-0.46, -0.21, -0.46], [0.14, 0.19, 0.24], [0.44, -0.01, 0.50], [-0.95, 0.48, -0.51], [-0.20, -0.05, -0.41], [0.23, 0.07, 0.37], [-0.69, 0.14, 0.83], [0.03, 0.08, 0.36], [0.01, 0.02, 0.15], [0.07, -0.07, -0.33], [-0.50, -0.07, -0.28], [0.29, 0.03, 0.06], [0.42, 0.15, 0.41], [-0.96, -0.77, -0.26], [0.25, 0.32, 0.03], [-0.01, -0.05, -0.04], [-0.17, -0.34, 0.09], [-0.46, 0.02, -0.52], [0.14, -0.08, 0.28], [-0.04, -0.01, 0.02], [-0.02, -0.04, -0.01], [0.01, -0.14, -0.06], [0.06, -0.13, -0.04], [-0.01, 0.01, 0.02], [0.03, -0.05, 0.04], [0.03, 0.00, -0.03], [0.21, 0.04, 0.23], [-0.17, 0.03, 0.14], [-0.02, -0.01, -0.07], [-0.04, -0.03, -0.08], [-0.10, 0.03, 0.15], [0.04, 0.00, 0.02], [-0.02, 0.06, 0.00], [-0.02, -0.05, 0.03], [0.01, 0.11, -0.11], [-0.02, -0.02, -0.05], [-0.04, 0.00, -0.01], [0.03, 0.15, -0.06], [0.01, -0.01, 0.03], [0.04, 0.00, -0.04], [0.00, 0.06, 0.00], [-0.49, -0.04, 1.28], [-0.02, 0.05, -3.03], [-0.89, -0.23, 2.52], [0.99, 0.15, -1.13], [-0.03, 0.01, -0.16]],
  "lowdin_spin": [2.260, 0.003, 0.020, 0.015, 0.040, 0.007, 0.004, 0.027, -0.001, 0.004, 0.056, 0.036, 0.029, 0.014, 0.047, 0.008, 0.004, 0.022, 0.019, 0.004, 0.014, 0.037, 0.007, 0.000, 0.001, 0.002, 0.000, 0.000, 0.002, 0.002, 0.000, 0.014, 0.001, 0.002, 0.000, 0.000, 0.003, 0.002, 0.002, 0.001, 0.001, 0.000, 0.000, 0.002, 0.002, 0.085, 0.050, 0.092, 0.005, 0.055],
  "charge": 2,
  "homo_lumo_gap_ev": [6.8, 6.6],
  "spin_multiplicity": 4,
  "homo_ev": [-15.19, -15.75],
  "lumo_ev": [-8.4, -9.1]
}

{
  "formula": "C2H5N3OS2",
  "method": "ωB97M-V with the def2-TZVPD basis set",
  "species": ["N", "N", "C", "S", "N", "O", "C", "S", "H", "H", "H", "H", "H"],
  "xyz": [[2.465, -0.678, -0.010], [0.989, -0.693, 0.111], [0.392, 0.561, -0.029], [1.215, 1.955, -0.211], [-0.999, 0.428, 0.160], [-1.671, 1.321, 0.932], [-1.677, -0.581, -0.340], [-3.335, -0.721, -0.261], [2.747, -0.544, -0.930], [2.769, 0.208, 0.410], [0.729, -1.352, 0.786], [-2.596, 1.242, 0.477], [-1.028, -1.147, -1.095]],
  "atomic_forces_ev_per_a": [[-1.85, -0.31, 2.78], [3.25, 2.61, -2.45], [0.51, -0.90, 1.45], [-0.63, 0.02, -0.23], [0.67, 0.03, 0.67], [-1.24, 0.40, -1.16], [-0.55, -1.35, -2.66], [0.93, 0.01, 0.16], [-0.06, -0.11, -2.41], [-0.20, -0.31, 0.29], [-0.84, -0.78, 1.00], [1.11, 0.27, 1.15], [-1.11, 0.41, 1.40]],
  "mulliken_charge": [-0.714, -0.051, 0.224, -0.311, 0.248, -0.336, -0.154, -0.405, 0.290, 0.262, 0.273, 0.348, 0.327],
  "charge": 0,
  "homo_lumo_gap_ev": 8.5,
  "smiles": "NNC(=S)N(O)C=S",
  "homo_ev": -9.24,
  "lumo_ev": -0.7
}

{
  "formula": "C12H26ClIIrNP2",
  "method": "ωB97M-V with the def2-TZVPD basis set",
  "species": ["C", "I", "H", "H", "H", "Ir", "P", "C", "C", "H", "H", "H", "H", "H", "H", "C", "H", "H", "H", "P", "C", "C", "H", "H", "H", "C", "H", "H", "H", "H", "H", "H", "Cl", "C", "C", "C", "N", "C", "C", "H", "H", "H", "H", "H"],
  "xyz": [[-1.030, -0.047, -0.302], [1.329, -0.067, 1.046], [-1.745, 0.133, -1.138], [-1.157, 0.745, 0.437], [-1.265, -1.013, 0.143], [0.460, -0.025, -1.845], [0.666, 2.221, -1.491], [0.231, 3.125, 0.032], [2.373, 2.725, -1.867], [2.371, 3.790, -2.132], [-0.141, 4.045, -2.841], [2.743, 2.119, -2.704], [-0.240, 2.460, -3.708], [0.837, 2.779, 0.878], [2.993, 2.565, -0.977], [-0.396, 2.983, -2.758], [0.405, 4.198, -0.133], [-1.441, 2.882, -2.440], [-0.822, 2.972, 0.285], [0.616, -2.262, -1.487], [0.160, -3.184, 0.036], [-0.469, -3.003, -2.752], [2.692, -2.217, -2.693], [2.278, -3.879, -2.123], [2.931, -2.668, -0.965], [2.308, -2.814, -1.856], [-0.312, -2.469, -3.697], [-0.224, -4.066, -2.849], [0.334, -4.258, -0.139], [-0.897, -3.032, 0.284], [-1.510, -2.894, -2.422], [0.765, -2.845, 0.889], [1.289, -0.027, -3.969], [-1.429, 0.059, 5.317], [-1.426, 1.281, 4.643], [-1.500, 1.275, 3.245], [-1.626, 0.143, 2.561], [-1.556, -1.024, 3.173], [-1.479, -1.130, 4.571], [-1.366, 0.021, 6.406], [-1.346, 2.251, 5.130], [-1.437, 2.203, 2.671], [-1.531, -1.924, 2.548], [-1.432, -2.125, 4.992]],
  "atomic_forces_ev_per_a": [[-0.52, 0.03, -1.21], [0.90, 0.09, 0.81], [-0.25, 0.00, -0.02], [-0.01, -0.19, -0.43], [0.03, 0.31, -0.02], [-0.68, 0.12, 0.47], [0.29, 2.51, -0.02], [-0.02, -0.40, 0.18], [-0.13, -0.24, 0.07], [0.06, -0.24, 0.08], [-0.04, -0.13, -0.04], [0.02, 0.30, 0.22], [-0.11, 0.32, 0.12], [-0.09, 0.27, -0.24], [-0.02, 0.05, -0.25], [-0.06, -0.33, 0.03], [-0.01, -0.31, -0.07], [0.15, 0.05, -0.17], [0.08, 0.09, -0.11], [0.11, -2.94, 0.06], [0.05, 0.43, 0.15], [-0.01, 0.36, 0.03], [0.04, -0.30, 0.21], [0.07, 0.25, 0.09], [-0.01, -0.06, -0.26], [-0.12, 0.27, 0.04], [-0.14, -0.34, 0.13], [-0.05, 0.16, -0.03], [-0.02, 0.41, -0.08], [0.19, -0.15, -0.13], [0.18, -0.04, -0.19], [-0.18, -0.34, -0.34], [-0.12, 0.01, 0.52], [-0.03, -0.40, -0.14], [0.02, 0.16, -0.69], [-0.02, -0.06, 1.02], [0.89, 0.37, -0.94], [0.06, -0.54, 1.23], [0.01, 0.57, -0.69], [-0.01, 0.04, -0.34], [-0.04, -0.37, 0.20], [-0.22, -0.23, 0.21], [-0.23, 0.29, 0.21], [-0.03, 0.15, 0.31]],
  "lowdin_spin": [0.234, 1.158, 0.059, 0.010, 0.005, 1.615, 0.133, 0.005, 0.016, 0.004, 0.010, 0.001, 0.002, 0.001, 0.001, 0.050, 0.002, 0.000, 0.000, 0.133, 0.004, 0.051, 0.001, 0.004, 0.002, 0.018, 0.002, 0.010, 0.002, 0.000, 0.000, 0.001, 0.317, 0.011, 0.005, 0.011, 0.100, 0.018, 0.003, 0.001, 0.000, 0.000, -0.001, 0.000],
  "charge": 2,
  "homo_lumo_gap_ev": [8.6, 4.8],
  "spin_multiplicity": 5,
  "homo_ev": [-15.25, -15.24],
  "lumo_ev": [-6.7, -10.4]
}

Ordered F_max results: 6.17 3.03 4.83 2.94; unit eV/Å.
Ordered E_tot results: -5227.084 -34188.166 -30340.095 -56378.178; unit eV.